ORCA calculation (wB97M-V/def2-TZVPD) on a single C2H4N4O molecule.

Results
Kohn-Sham gap in eV: 9.07
Energy relative to the best compared isomer or geometry (same formula, charge and spin) in eV: 2.448
E in eV: -10144.68700

Last column: Löwdin charge in e.
Cartesian coordinates (Å):
N1 -2.306 0.212 0.512  0.110
C1 -1.057 0.153 -0.001  -0.522
N2 -0.831 -1.046 -0.451  0.011
N3 0.523 -1.218 -0.534  0.092
C2 1.005 -0.061 -0.269  -0.467
N4 2.298 0.352 -0.392  0.147
O1 0.062 0.893 0.082  0.161
H1 -2.892 1.035 0.356  0.096
H2 -2.318 -0.868 0.117  0.167
H3 2.615 0.949 0.355  0.099
H4 2.913 -0.430 -0.575  0.106